Molecular formula: C20H14N6O
Method: DFT, ωB97M-V with the def2-TZVPD basis set

LUMO ... -1.3 eV
Energy relative to the best compared isomer or geometry (same formula, charge and spin) ... 72.42 kcal per mole
HOMO level ... -8.463 eV

Geometry as ORCA input:
```
! RIJCOSX wB97M-V def2-TZVPD def2/J DEFGRID3
* xyz 0 1
O 4.4742 -0.9552 -0.0489
C 3.3654 -0.4162 0.2735
N 3.5856 0.6108 1.1767
C 2.5535 1.4444 1.4508
C 2.7683 2.4901 2.2736
C 1.7201 3.3432 2.5062
C 1.9117 4.5687 3.2830
C 0.7407 5.3682 3.5944
C -0.5775 4.9922 3.1890
C -0.7400 3.8494 2.4445
C 0.4336 3.0612 2.1099
C 0.1588 2.0076 1.2809
C 1.2470 1.1533 0.9361
N 0.9332 0.1244 0.0526
C 1.9676 -0.6438 -0.3432
C 1.6389 -1.6463 -1.3294
N 2.5455 -2.2052 -2.0628
N 1.9582 -3.2068 -2.7072
N 0.7397 -3.2244 -2.6654
N 0.4332 -2.2754 -1.7813
C -0.9744 -1.7505 -1.6555
C -2.1241 -2.6797 -2.0994
C -2.6073 -2.6872 -3.4446
C -3.7198 -3.4205 -3.8024
C -4.3418 -4.2126 -2.8017
C -3.7805 -4.3761 -1.5368
C -2.7593 -3.5036 -1.1071
H 4.5814 0.7784 1.5027
H 3.8016 2.8073 2.5934
H 2.9191 4.9456 3.5117
H 0.9132 6.3317 4.1503
H -1.3401 5.5409 3.6037
H -1.6245 3.4375 2.0045
H -0.8207 1.7973 0.9751
H -1.1875 -1.6127 -0.6327
H -0.9935 -0.8104 -2.1904
H -2.2198 -1.9545 -4.1245
H -3.9008 -3.2284 -4.8061
H -5.1864 -4.9341 -2.9067
H -3.9749 -5.1807 -0.7743
H -2.5175 -3.7279 -0.0922
*
```

Results of the natural (NBO) charge analysis, in e, for atoms 1 through 5: number 1, O, carries -0.578; number 2, C, carries 0.596; number 3, N, carries -0.546; number 4, C, carries 0.136; number 5, C, carries -0.234


Molecular formula: C20H15AsN2O9RhS
Method: DFT, ωB97M-V with the def2-TZVPD basis set

LUMO ... 1.8 eV
Energy relative to the best compared isomer or geometry (same formula, charge and spin) ... 0.00 kcal per mole
HOMO level ... -5.358 eV

Geometry as ORCA input:
```
! RIJCOSX wB97M-V def2-TZVPD def2/J DEFGRID3
* xyz -1 1
Rh 0.3632 -0.1786 -1.1283
O -3.9741 -1.2338 -0.0861
C -4.4443 -0.0672 -0.5414
C -5.8290 0.1140 -0.4333
C -6.4293 1.2775 -0.8610
C -5.6662 2.3065 -1.4091
C -4.3015 2.1402 -1.5173
C -3.6656 0.9689 -1.0970
C -2.1948 0.8592 -1.2352
O -1.6549 -0.2951 -0.9855
N -1.5182 1.9115 -1.6132
N -0.1658 1.6155 -1.6603
C 0.6656 2.5630 -1.9151
C 2.0962 2.4462 -1.9128
C 2.8247 3.6373 -2.1179
C 4.1940 3.6612 -2.1104
C 4.8876 2.4606 -1.8841
C 4.2153 1.2847 -1.6864
C 2.8021 1.2293 -1.7091
O 2.2559 0.0556 -1.5697
H -3.0007 -1.2883 -0.2144
H -6.4059 -0.6933 -0.0015
H -7.5028 1.3887 -0.7656
H -6.1346 3.2224 -1.7444
H -3.6809 2.9217 -1.9346
H 0.2275 3.5358 -2.1231
H 2.2673 4.5539 -2.2782
H 4.7303 4.5883 -2.2619
H 5.9706 2.4646 -1.8507
H 4.7334 0.3588 -1.4792
O 1.2206 0.4518 3.1859
As 1.7167 -0.3842 1.7017
O 3.2622 -0.0945 1.3070
O 0.5097 0.3492 0.7120
C 1.5310 -2.1980 2.3655
C 2.1465 -2.3825 3.5987
C 2.1948 -3.6438 4.1750
C 1.6279 -4.7282 3.5213
C 1.0103 -4.5485 2.2927
C 0.9620 -3.2879 1.7203
S 0.0955 -3.0943 0.1722
O 0.9640 -2.0746 -0.5173
O -1.2067 -2.5837 0.5177
O 0.1360 -4.3619 -0.5066
H 0.6467 1.1813 2.9216
H 2.5959 -1.5384 4.1056
H 2.6817 -3.7774 5.1327
H 1.6702 -5.7150 3.9649
H 0.5699 -5.3783 1.7556
*
```

Results of the natural (NBO) charge analysis, in e, for atoms 1 through 5: number 1, Rh, carries 1.341; number 2, O, carries -0.671; number 3, C, carries 0.354; number 4, C, carries -0.284; number 5, C, carries -0.183


Molecular formula: C20H15BF2I2N3ORu
Method: DFT, ωB97M-V with the def2-TZVPD basis set

LUMO (alpha / beta) ... -0.1 / -0.5 eV
⟨S²⟩ ... 0.755
Energy relative to the best compared isomer or geometry (same formula, charge and spin) ... 0.00 kcal per mole
HOMO level (alpha / beta) ... -7.704 / -7.738 eV

Geometry as ORCA input:
```
! RIJCOSX wB97M-V def2-TZVPD def2/J DEFGRID3
* xyz 0 2
Ru 0.7486 0.0432 -0.5292
I -3.6334 4.7062 2.5057
C -2.1017 3.3269 2.1824
C -0.7792 3.7398 2.2352
C 0.2371 2.8229 2.0078
I 2.2310 3.4374 2.0068
C -0.0430 1.4795 1.7306
O 0.8837 0.5797 1.4677
C -1.3978 1.0856 1.6980
C -1.6508 -0.3574 1.4003
N -1.2588 -0.7298 0.0136
C -1.1724 -2.1841 -0.1689
C 0.1629 -2.6964 0.3307
C 0.3087 -3.9499 0.8968
C 1.5685 -4.3696 1.2946
C 2.6439 -3.5130 1.1262
C 2.4224 -2.2687 0.5655
N 1.2120 -1.8735 0.1669
C -2.4129 1.9998 1.9125
H -0.5370 4.7737 2.4394
H -2.7009 -0.6136 1.5708
H -1.0330 -0.9692 2.0621
H -1.9283 -0.3427 -0.6460
H -1.2541 -2.3917 -1.2381
H -1.9774 -2.7226 0.3423
H -0.5605 -4.5808 1.0254
H 1.7062 -5.3467 1.7377
H 3.6428 -3.7906 1.4299
H 3.2250 -1.5568 0.4292
H -3.4476 1.6811 1.8700
F 3.5591 -0.8997 -2.4182
B 3.0906 0.3055 -2.0794
F 3.9597 1.1337 -1.5012
N -3.4191 2.4650 -2.8969
C -2.4091 1.9559 -2.6851
C -1.1517 1.3355 -2.4099
C -0.2511 1.8926 -1.3687
C 1.1349 1.8588 -1.5983
C 1.6300 0.7059 -2.3079
C 0.6040 -0.2590 -2.6751
C -0.7002 0.2576 -3.0774
H -0.6472 2.6544 -0.7092
H 1.8195 2.5474 -1.1211
H 0.9470 -1.1764 -3.1382
H -1.2702 -0.1959 -3.8792
*
```

Results of the natural (NBO) charge analysis, in e, for atoms 1 through 5: number 1, Ru, carries 0.628; number 2, I, carries 0.143; number 3, C, carries -0.193; number 4, C, carries -0.255; number 5, C, carries -0.247


Molecular formula: C20H15Cl4O7
Method: DFT, ωB97M-V with the def2-TZVPD basis set

LUMO ... -0.5 eV
Energy relative to the best compared isomer or geometry (same formula, charge and spin) ... 0.00 kcal per mole
HOMO level ... -3.411 eV

Geometry as ORCA input:
```
! RIJCOSX wB97M-V def2-TZVPD def2/J DEFGRID3
* xyz -1 1
Cl 0.9476 -2.6301 -3.1729
C 1.1721 -2.4276 -1.4875
C 2.1159 -1.5264 -1.0088
Cl 3.1069 -0.6213 -2.0514
C 2.3301 -1.2736 0.4166
O 3.0865 -0.4012 0.8358
C 1.6101 -2.2501 1.3952
O 1.8746 -2.2226 2.5947
C 0.6066 -3.1336 0.8064
Cl -0.2139 -4.1422 1.9081
C 0.4091 -3.2288 -0.5672
Cl -0.7346 -4.3307 -1.1990
C 9.6351 4.2622 3.7968
O 8.3391 4.5051 4.3900
C 7.2182 3.9326 3.8744
C 5.9984 4.2211 4.5383
C 4.8097 3.6596 4.0982
C 4.8078 2.8052 2.9874
C 3.5241 2.1378 2.5041
C 2.8277 2.9379 1.4922
C 3.3562 3.0416 0.1452
O 4.2843 2.3963 -0.2843
O 2.7217 3.9606 -0.6781
C 2.2677 5.1553 -0.0270
C 3.4259 6.0188 0.4766
C 1.4421 5.9334 -1.0539
O 1.3597 4.7993 1.0380
C 1.8871 3.9344 1.9829
O 1.5436 4.0417 3.1464
C 5.9915 2.5549 2.3029
C 7.2016 3.0925 2.7352
H 10.3245 4.8343 4.4173
H 9.8982 3.1973 3.8362
H 9.6756 4.6294 2.7633
H 6.0232 4.8674 5.4086
H 3.8710 3.8704 4.6151
H 3.7233 1.1504 2.0604
H 2.8109 2.0814 3.3363
H 4.0362 5.5157 1.2411
H 4.0648 6.2924 -0.3749
H 3.0217 6.9527 0.8921
H 0.6054 5.3188 -1.3915
H 1.0553 6.8515 -0.6071
H 2.0648 6.1950 -1.9115
H 5.9496 1.9160 1.4212
H 8.1123 2.8429 2.1983
*
```

Results of the natural (NBO) charge analysis, in e, for atoms 1 through 5: number 1, Cl, carries 0.083; number 2, C, carries -0.094; number 3, C, carries -0.112; number 4, Cl, carries 0.127; number 5, C, carries 0.402


Molecular formula: C20H15ClF3N2O8S4
Method: DFT, ωB97M-V with the def2-TZVPD basis set

LUMO ... 1.2 eV
Energy relative to the best compared isomer or geometry (same formula, charge and spin) ... 0.00 kcal per mole
HOMO level ... -2.942 eV

Geometry as ORCA input:
```
! RIJCOSX wB97M-V def2-TZVPD def2/J DEFGRID3
* xyz -1 1
O -3.9841 -7.1851 1.4444
N -3.3769 -6.0909 1.5026
O -3.9553 -4.9849 1.3653
C -1.9690 -6.0956 1.7329
C -1.2831 -4.8701 1.8209
C 0.0892 -4.8639 2.0474
C 0.7786 -6.0761 2.1868
S 2.5793 -6.0186 2.4257
C 3.1645 -5.9741 0.7901
Cl 4.8192 -5.8631 0.5948
O 2.8720 -4.7899 3.1229
O 2.9114 -7.2968 3.0059
C 0.1002 -7.3022 2.0816
C -1.2751 -7.3132 1.8570
H -1.8356 -3.9394 1.7219
H 0.6163 -3.9137 2.1275
H 2.6445 -6.6388 0.1089
H 0.6276 -8.2504 2.1827
H -1.8288 -8.2463 1.7805
F 1.4699 0.8614 -3.3317
C 0.8809 1.8604 -2.6247
F 0.8592 2.9856 -3.3791
F -0.3981 1.5034 -2.3447
S 1.8938 2.1002 -1.1041
N 1.1035 3.4655 -0.4730
S 1.7998 5.1282 -0.6952
C 0.6917 5.9550 -1.8409
C 1.2389 6.5011 -3.0043
C 0.4195 7.2286 -3.8699
C -0.9288 7.4314 -3.5542
C -1.4543 6.9063 -2.3680
C -0.6369 6.1859 -1.4944
O 1.6314 5.7294 0.6009
O 3.0869 4.9601 -1.3050
S 0.3444 3.1729 1.0739
C -0.4039 1.5832 0.8039
C -1.7732 1.5283 0.5454
C -2.3950 0.2886 0.4054
C -1.6516 -0.8900 0.5535
C -0.2835 -0.8225 0.8486
C 0.3339 0.4164 1.0095
O 1.3680 3.0390 2.0742
O -0.7046 4.1452 1.1564
H 2.2934 6.3492 -3.2186
H 0.8434 7.6390 -4.7882
H -1.5663 8.0086 -4.2275
H -2.5030 7.0623 -2.1133
H -1.0216 5.7996 -0.5545
H -2.3259 2.4590 0.4477
H -3.4628 0.2506 0.1738
H -2.1364 -1.8653 0.4451
H 0.3111 -1.7347 0.9573
H 1.3814 0.4815 1.2964
*
```

Results of the natural (NBO) charge analysis, in e, for atoms 1 through 5: number 1, O, carries -0.395; number 2, N, carries 0.493; number 3, O, carries -0.405; number 4, C, carries 0.064; number 5, C, carries -0.212


| no. | F_max (eV/Å) | E (eV) |
| --- | --- | --- |
| 1 | 5.938 | -31951.35978 |
| 2 | 0.401 | -117075.73597 |
| 3 | 0.813 | -52399.22692 |
| 4 | 2.962 | -85405.78061 |
| 5 | 3.665 | -104354.60997 |